C9H10IrN8OS2 as an isolated structure, computed with wB97M-V/def2-TZVPD.

Last column: Mulliken charge in e.
Geometry (Å):
Ir1 -0.612 0.397 -0.174  0.70
N1 -2.597 1.033 -0.452  -0.41
N2 -3.450 0.705 0.617  -0.32
C1 -3.048 -0.193 1.531  0.85
N3 -3.903 -0.528 2.490  -0.41
S1 -1.512 -0.909 1.483  -0.38
H1 -2.483 2.045 -0.517  0.41
H2 -3.000 0.713 -1.333  0.35
H3 -4.355 1.150 0.657  0.23
H4 -4.851 -0.190 2.522  0.21
H5 -3.610 -1.176 3.203  0.21
C2 5.129 0.296 1.888  -1.16
C3 3.785 0.185 1.250  0.94
C4 3.521 -0.762 0.249  -0.87
C5 2.248 -0.841 -0.259  0.08
N4 1.309 -0.012 0.208  -0.30
C6 1.646 0.886 1.157  0.46
S2 0.213 1.811 1.495  -0.32
N5 2.834 1.015 1.696  -0.53
H6 5.896 -0.212 1.309  0.36
H7 5.085 -0.157 2.881  0.28
H8 5.389 1.344 2.022  0.36
H9 4.295 -1.418 -0.118  0.36
H10 1.956 -1.550 -1.023  0.50
O1 -0.606 1.300 -2.156  -0.67
N6 -0.525 0.006 -2.333  0.07
C7 -1.269 -0.610 -3.197  0.56
C8 -1.148 -2.035 -3.293  -0.05
N7 -1.057 -3.176 -3.373  -0.35
C9 -2.231 0.115 -3.981  0.21
N8 -3.050 0.770 -4.451  -0.37

## Properties
2S+1: 1
charge: +1
molar mass: 502.585 g mol⁻¹
frontier orbital gap: 7.07 eV
energy: -47964.624 eV
largest force on an atom: 0.0160 hartree/bohr
HOMO energy: -11.834 eV